1.
The following is a quantum chemistry calculation of a 9-piece molecular cluster, C9H36O9 overall at a distorted geometry, from OMol25.

Element x y z (Å)
O  19.75938  16.96533  3.47175
H  20.44633  16.67948  4.07393
H  19.42077  17.77227  3.85961
O  25.65132  21.90222  3.48703
H  24.91384  21.96896  4.09359
H  26.02972  21.04081  3.66316
O  24.05777  22.80562  5.25713
H  23.24378  22.43599  5.59922
H  24.34511  23.41970  5.93283
O  20.80396  21.64062  3.03385
H  20.84853  21.00953  3.75216
H  20.82627  22.49555  3.46377
O  18.78157  22.56897  5.42611
H  18.74664  23.29745  6.04605
H  17.89364  22.51134  5.07326
O  18.89710  19.33443  4.28967
H  18.85632  20.27009  4.48742
H  17.98296  19.05066  4.28218
C  22.53852  19.63050  5.61086
C  21.52291  20.48753  6.41813
C  22.06580  20.81588  7.86746
O  21.38672  21.72314  5.80825
H  23.27198  20.23097  5.07273
H  21.85477  19.08914  4.95701
H  23.04294  18.89148  6.23337
H  20.53921  20.02063  6.46770
H  22.17656  19.76753  8.14460
H  21.49122  21.37136  8.60868
H  23.00391  21.36994  7.83483
H  20.59408  22.15882  6.12996
C  20.14230  23.84259  9.82061
C  18.84462  23.43147  9.20298
C  17.63906  24.04235  9.90328
O  18.91884  24.08075  7.89334
H  20.19576  23.32637  10.77913
H  20.21393  24.92198  9.95429
H  20.94843  23.63084  9.11818
H  18.65050  22.35975  9.16031
H  17.39200  23.47510  10.80066
H  16.86423  23.93167  9.14468
H  17.76259  25.07119  10.24140
H  18.76601  25.01430  8.05682
C  22.33628  15.61633  8.55195
C  22.97107  16.90273  7.99916
C  23.64512  17.71651  9.07356
O  24.02188  16.42009  7.21155
H  21.97225  14.91287  7.80314
H  21.58510  15.82787  9.31292
H  23.16138  15.06559  9.00361
H  22.22030  17.48200  7.46167
H  24.51285  17.16580  9.43671
H  22.99297  17.90057  9.92733
H  24.16469  18.58663  8.67228
H  24.46248  17.22596  6.93216

Cartesian forces, eV/Å:
O 0.10 -0.44 -0.16
H 0.15 -0.29 0.06
H 0.21 0.14 -0.11
O 0.39 -0.37 -0.52
H 0.02 0.30 0.07
H 0.29 -0.18 -0.16
O -0.69 0.01 0.61
H -0.20 0.16 -0.10
H 0.40 0.32 0.05
O 0.01 -0.11 -0.05
H -0.02 -0.36 -0.14
H -0.05 0.43 -0.07
O 0.59 -0.51 -0.12
H -0.20 0.63 0.79
H -0.24 -0.06 -0.24
O 0.10 0.43 0.53
H -0.06 0.43 -0.17
H -0.44 -0.15 -0.04
C -1.02 0.32 0.74
C 0.81 -0.02 -2.05
C 0.67 0.30 1.26
O 1.15 -0.69 0.66
H -0.20 -0.02 -0.06
H 0.40 -0.17 -0.59
H -0.12 0.23 0.00
H -0.25 -0.10 0.60
H 0.27 0.02 0.51
H -0.85 -0.21 -0.55
H 0.21 -0.48 -0.50
H -1.52 0.64 -0.07
C 0.25 -0.71 0.56
C -0.21 2.60 0.00
C -0.07 -0.83 0.05
O -0.40 -1.28 -0.81
H 0.75 0.17 0.13
H -0.36 0.00 0.24
H 0.29 -0.48 0.35
H 0.43 -0.02 -0.71
H -0.20 -0.11 -0.08
H -0.53 0.30 0.49
H 0.16 0.12 -0.41
H -0.04 0.18 -0.05
C 0.43 0.23 0.38
C -0.12 -1.72 1.25
C 0.21 -0.14 0.69
O 0.01 0.52 -1.51
H -0.30 0.51 -0.25
H -0.09 -0.12 -0.11
H -0.02 0.06 0.36
H -0.16 0.13 -0.41
H -0.25 -0.47 0.21
H 0.05 0.52 -0.03
H -0.52 0.64 -0.05
H 0.74 -0.24 -0.45

- Kohn-Sham gap (spin up / spin down): 9.853 / 3.369 eV
- LUMO (spin up / spin down): -3.1 / -9.6 eV
- Energy: -1041.22814 hartree
- 2S+1: 2
- Charge: +1

=====

2.
The following is a quantum chemistry calculation of a 11-piece molecular cluster, C9H38BF4N18O10 overall at a distorted geometry, from OMol25.

Element x y z (Å)
B  0.13913  -0.84721  -0.40277
F  -0.78698  -1.20186  -1.35030
F  -0.21680  -1.63573  0.77386
F  1.46173  -1.08370  -0.85800
F  -0.00964  0.49132  -0.01178
O  -0.20952  -4.32393  0.30328
H  -0.57285  -3.44540  0.12359
H  -0.26229  -4.41168  1.25823
C  0.63395  -3.49147  -3.74210
O  0.82463  -3.97155  -4.85370
N  1.12138  -2.29240  -3.34136
N  -0.16079  -3.99122  -2.74706
H  0.99072  -1.83554  -2.45425
H  1.75881  -1.84134  -3.97731
H  -0.69731  -4.83556  -2.72898
H  -0.02490  -3.53175  -1.87002
C  2.26900  3.24897  0.63214
O  3.18424  4.03589  0.93683
N  1.37495  3.60527  -0.31487
N  2.20230  1.97459  1.04108
H  1.40823  4.52318  -0.70994
H  0.73539  2.91755  -0.67158
H  2.91362  1.57877  1.62191
H  1.41454  1.44968  0.69965
C  -3.05334  -2.00104  3.57979
O  -3.42558  -2.16091  2.40894
N  -1.74990  -1.80315  3.87450
N  -3.90926  -1.61173  4.54868
H  -1.06713  -1.99485  3.15769
H  -1.37700  -1.75039  4.80501
H  -4.81574  -1.23072  4.35223
H  -3.59442  -1.66843  5.49962
C  5.28021  -0.03857  0.32667
O  6.03497  0.52914  1.11886
N  5.61106  -0.32122  -0.95939
N  4.05796  -0.47995  0.67695
H  5.01348  -0.61604  -1.70833
H  6.57275  -0.23343  -1.23736
H  3.96056  -0.58634  1.67561
H  3.46848  -1.06428  0.11221
C  2.85586  1.74501  -3.59219
O  4.06814  1.77852  -3.49097
N  2.07071  2.65907  -4.23390
N  2.05806  0.79323  -2.98276
H  2.47686  3.42449  -4.73979
H  1.11894  2.39488  -4.42508
H  1.05276  0.80644  -3.02562
H  2.45788  0.24530  -2.24400
C  -1.71678  2.33549  -2.77259
O  -0.99358  1.41945  -3.19254
N  -1.91039  2.50503  -1.45047
N  -2.33234  3.28137  -3.55133
H  -1.53702  1.75702  -0.88353
H  -2.58137  3.17230  -1.12225
H  -1.98762  3.34648  -4.49492
H  -2.49235  4.10604  -3.00259
C  -4.35488  -0.70629  -0.76746
O  -5.50671  -0.54461  -0.33133
N  -3.49394  -1.58665  -0.19641
N  -3.94554  -0.14082  -1.91383
H  -3.79052  -2.08986  0.63450
H  -2.51818  -1.52641  -0.41900
H  -4.54449  0.58463  -2.26310
H  -3.02764  -0.35783  -2.26551
C  -2.85377  2.00348  1.77549
O  -3.93837  2.57848  1.95563
N  -2.67403  0.67018  1.66275
N  -1.70472  2.70644  1.78945
H  -3.45295  0.03227  1.60606
H  -1.81627  0.22581  1.38463
H  -1.86078  3.69557  1.88425
H  -0.79193  2.29023  1.84076
C  1.25469  -0.42079  4.07226
O  0.99363  0.76218  3.90494
N  1.39649  -1.03728  5.28249
N  1.57051  -1.24525  3.02485
H  2.07452  -1.77384  5.37267
H  1.13807  -0.66751  6.18000
H  0.94140  -1.06155  2.24813
H  1.79900  -2.21369  3.15411

Cartesian forces, eV/Å:
B -0.14 -0.17 0.87
F -0.09 -0.01 -0.58
F 0.67 0.45 -0.35
F -0.73 0.00 0.82
F -0.04 0.15 -0.18
O -0.07 -0.15 -0.19
H 0.04 -0.12 0.34
H -0.06 0.04 0.00
C -0.82 -0.07 -0.11
O -0.05 -0.07 0.51
N 1.32 0.84 -0.98
N -0.08 -0.13 0.32
H -0.13 -0.48 -0.34
H -0.10 -0.02 0.04
H 0.29 -0.17 -0.47
H -0.27 -0.27 0.24
C 3.02 1.52 -0.30
O -1.05 -0.65 0.34
N -1.33 -0.31 -0.24
N -0.95 -0.02 0.01
H 0.14 0.00 0.04
H -0.14 0.21 -0.25
H 0.00 0.08 0.03
H 0.42 -0.48 0.35
C -0.69 2.18 -2.30
O 0.38 -0.75 1.51
N 1.32 -0.94 0.15
N -0.21 -0.69 1.31
H -0.25 -0.15 -0.08
H -0.19 0.14 0.11
H -0.03 -0.34 -0.27
H -0.22 0.35 0.08
C 1.06 0.19 -0.01
O -0.45 -0.62 -0.58
N 1.15 -0.08 -0.89
N -1.00 -0.22 1.33
H -0.49 0.03 0.32
H -0.06 0.45 0.22
H -0.32 0.14 -0.13
H 0.15 -0.02 -0.20
C -0.71 -0.45 1.01
O -0.16 0.09 -0.22
N -0.09 0.47 -0.52
N 0.72 -0.36 -0.14
H 0.16 -0.21 -0.07
H -0.05 0.19 0.01
H -0.18 0.28 0.01
H 0.14 0.04 -0.05
C 1.20 -0.97 0.01
O -0.66 0.76 -0.31
N 0.27 -0.16 -0.16
N 0.02 -0.44 0.15
H -0.31 0.26 0.35
H -0.12 -0.24 0.53
H -0.05 0.25 0.10
H -0.18 0.57 -0.67
C -1.95 -1.18 0.88
O 0.90 0.22 -0.17
N -0.08 -0.19 -0.14
N 0.44 0.37 -0.33
H 0.20 0.45 -0.40
H 0.08 -0.21 0.02
H 0.30 0.01 -0.27
H -0.05 0.40 -0.31
C -0.99 0.17 0.97
O 0.66 -0.74 -0.53
N -0.58 -1.04 -0.14
N 0.43 0.93 -0.43
H -0.26 0.40 0.04
H 0.26 0.45 0.05
H 0.50 -0.07 0.13
H 0.08 0.12 0.10
C 0.88 1.46 0.11
O -0.68 -1.09 0.32
N 0.00 -0.97 1.33
N -0.38 0.24 -1.05
H -0.12 -0.20 -0.25
H 0.05 0.84 -0.39
H 0.56 -0.18 -0.31
H -0.27 -0.16 0.24

- Kohn-Sham gap: 8.663 eV
- LUMO: 1.7 eV
- Energy: -2528.79098 hartree
- Charge: -1